The following is a quantum chemistry calculation of a structure of composition C47H48N4O5P2SiTi, from the Open Molecules 2025 dataset.

```
108
Properties=species:S:1:pos:R:3:forces:R:3
O 1.1905 -2.0349 -2.3126 -0.0324 0.3475 1.6193
C 1.9001 -2.5280 -0.0112 1.5414 0.1466 -0.1454
H 3.6699 -1.1217 -6.7670 0.7616 0.0291 0.2887
C -2.6790 -2.1385 -2.5656 -0.8135 -2.4510 -0.6690
C -3.7267 1.6625 -1.1597 0.2376 0.5649 -0.0019
H 0.6528 3.1511 -1.4177 0.2311 -0.4329 0.7326
C -3.9634 -3.4635 -1.0005 0.1020 1.3311 -0.5114
C 5.1653 2.5986 2.2764 1.4668 2.0528 0.1771
C -3.5202 0.1031 2.2227 1.2390 -0.3774 -0.3407
H -1.9813 0.5675 3.6217 0.5962 0.4957 0.1581
H -0.9280 6.4956 3.0047 1.1587 -0.5044 0.3533
H -4.4308 0.8329 -1.2911 0.0825 0.4967 -0.0094
C -3.0377 -1.3198 -0.3146 -0.4062 -0.1947 0.4286
Ti 0.0115 -0.4500 1.4270 0.4395 1.6077 -1.1797
C 2.1930 -0.0899 5.5122 -1.0745 -0.2475 -0.4047
C 1.0806 -1.8116 -1.1298 -1.0412 0.6738 1.3573
H 2.0045 3.2307 -0.2876 0.0038 -0.2641 0.1748
H -0.3227 -0.3815 -7.5176 -0.3680 0.4720 0.2185
C -1.8145 3.6546 -0.9542 1.1942 -0.3341 0.1144
C 0.5834 -0.7583 -7.9617 -0.0327 -0.0880 0.6860
H 3.0017 -2.2198 -0.1376 -1.6536 -0.5703 0.3995
H -6.7899 -0.2981 2.8859 1.5667 -0.5222 0.4672
H -0.9589 4.3799 -0.9601 -1.1146 -0.4932 0.0721
O -0.4679 -1.5279 3.1476 1.7419 -3.3856 -0.1922
H 0.4748 -3.7597 1.4182 -0.6699 -0.6510 0.6981
H -2.1247 -0.2186 -1.8845 0.4381 -0.3098 -0.0366
C -3.8019 2.8277 -1.9939 -1.0657 -1.6083 0.6090
C -3.9210 0.5184 4.5676 -0.7645 -1.3397 -0.6152
H -1.2213 5.0075 1.2959 -0.1141 -0.6787 0.0336
C 1.2926 0.9209 5.0149 1.5856 -1.0348 1.1406
H 5.6721 3.5490 2.1040 -0.1484 -0.1156 0.2650
Si -0.0752 2.0586 0.7769 -0.0303 1.0515 -1.4959
H -4.6298 2.9960 -2.7175 0.6229 -0.5501 0.6788
P -2.3914 0.0037 0.8321 -0.9185 0.1489 -1.3734
H -5.9418 0.1344 5.2318 -0.3717 -0.3064 0.1233
C 2.9001 -1.2326 -7.4993 -1.6528 -0.5086 -0.0341
O 1.4474 -2.0739 1.3481 0.9017 -0.7491 -0.2048
H -3.5593 0.8765 5.5271 -0.1364 -0.1816 -0.0464
H 1.8400 -1.0900 -4.9224 0.4484 -0.4421 0.1246
C 0.9985 -3.1672 2.1720 2.0654 -1.1655 -2.1491
C 3.8430 0.2077 2.5206 -0.8336 0.7401 0.5866
C -4.8246 -0.2197 2.0022 -1.4913 0.3815 0.8868
C -2.6962 1.5190 -0.1855 0.4085 0.8996 -1.2883
P 1.4157 1.3810 3.2793 0.4099 -1.2040 -0.0799
C -2.5624 -1.1739 -1.6169 0.3536 0.9629 0.2063
N 0.9524 -2.7552 -5.9964 1.1585 -0.0360 -0.5099
H 3.3701 -0.7607 2.6416 -0.2427 0.0829 -0.2636
C -1.6577 2.4948 -0.1371 -1.6116 -0.0049 -0.9611
H 0.4680 -4.1916 4.3509 -0.1733 0.2736 -0.1037
H -5.2665 -0.3170 1.0165 0.2876 -0.1870 0.0442
H -0.3552 2.1509 5.4734 0.0142 0.3331 0.3624
H 1.9690 -2.2202 -9.6556 -0.2894 0.3358 0.1594
H 0.7852 -0.1537 -8.8541 0.1138 -0.5160 -0.0275
C 1.9101 -0.7468 6.7047 -0.7450 1.7278 0.7999
H 2.9872 -3.1673 -5.8459 1.1775 -0.0183 1.1452
H 5.6595 -0.6107 1.6840 -0.3830 -0.2173 0.1150
C 0.3540 1.4444 5.8836 -0.1986 -0.3767 -0.7447
C -0.5850 4.6252 2.0924 0.1169 0.8383 -0.3514
H -2.1680 -2.0820 -3.5139 -0.1010 0.4185 -0.1964
H 1.8018 -3.6331 -0.0652 0.1528 0.7360 -0.0422
C -5.2692 0.0206 4.4048 2.5474 1.8662 -0.6907
H -3.5982 -4.1136 -2.9590 0.0877 -0.8162 -1.2121
H 0.9947 6.0514 4.7373 -0.4599 -0.0652 0.0909
H -3.0362 4.7696 -2.3393 0.3390 0.1312 -0.5102
C -0.0379 -2.9451 -7.0684 -0.6031 1.0362 0.6540
H 0.5503 -0.8182 8.4360 0.7555 1.1245 -0.6877
H -0.9580 -2.4926 -6.7055 -0.4070 -0.1639 0.1242
C 3.2044 1.4078 2.9718 0.7602 -1.3175 -1.2102
C 5.8353 1.4561 1.9894 -0.0823 -1.3975 -0.9812
H 0.2085 -0.7831 -5.4134 0.7739 -0.6142 -0.6687
H 1.4629 -3.7704 -9.0903 -0.1022 0.3585 0.4167
C 0.1113 -2.6578 3.2043 -2.0553 2.3096 3.1498
H 2.1180 -4.4458 -6.7137 -0.0524 0.7764 -0.0067
O -0.0544 -3.3691 4.3364 0.1314 0.5229 -1.4260
N 1.6830 -0.5623 -6.9571 -1.0585 -0.7939 -0.6303
C 3.9090 2.5907 2.8075 -2.2156 0.1060 0.6182
C 0.6211 5.2913 4.0558 0.7289 -0.2272 0.8108
C -3.4165 -3.3284 -2.2929 0.3800 2.1298 2.6595
C -2.8638 3.8190 -1.8692 0.5373 0.1918 1.5827
C -3.0312 0.4436 3.4819 -1.5295 -0.2986 0.6629
H -4.5854 -4.3139 -0.8105 -0.1630 -0.3708 0.3138
C -0.2983 5.5761 3.0707 -0.9132 0.3382 -0.2476
C 2.2463 -3.3496 -6.5652 -1.8984 0.3829 0.2325
H 1.7722 3.6806 5.0402 -0.2659 0.5283 -0.4654
C 1.1729 -1.2605 -5.7575 -0.4727 -0.6972 -0.2734
C 1.1544 3.9902 4.1799 0.1739 0.8875 0.4086
C 0.2059 0.9230 7.1592 -1.4092 0.2969 1.3970
H 3.3357 3.4768 3.1052 0.8146 0.0400 -0.4344
H 3.1243 -0.7440 -8.4590 0.2513 -0.1338 0.4350
C 0.0339 3.3956 2.0801 0.9249 -0.7429 1.4103
C 0.9093 -0.1990 7.5662 -0.1654 -1.4439 -0.3405
C 0.8803 3.0716 3.2023 -1.5110 0.2519 -1.2764
H 2.4950 -1.5683 7.0773 0.1968 -0.2615 -0.1813
H -4.2022 -2.6202 0.9929 0.0011 0.0930 -0.3059
N 0.2980 -2.1727 -8.2774 2.0363 -0.5862 -0.9407
H 1.8560 -3.8461 2.5497 -1.1695 1.3518 -0.3060
H -0.2430 -4.0412 -7.2472 0.5448 1.1920 -0.1502
C -5.6722 -0.2618 3.1052 -2.5221 0.3909 -0.2081
C 1.1806 2.5871 -0.6112 0.0932 -0.6636 -0.6940
C 1.6160 -2.7246 -8.7504 -1.2539 -1.2202 -1.4886
H 6.8664 1.3896 1.6431 -0.2916 0.4821 0.0312
C 5.1087 0.2667 2.0092 1.3212 -0.4379 0.3996
O 0.2636 -0.9561 -0.4801 0.4952 -0.4465 -0.9692
H -0.5863 1.3778 7.8346 1.0930 -0.7410 -0.9047
N 2.6500 -2.6844 -7.7773 0.8847 1.2156 0.2783
H 1.5973 1.6896 -1.1383 -0.1613 0.6736 0.5163
C -3.8160 -2.4508 -0.0135 0.9970 -0.5761 -0.3323
H 3.0113 -0.4697 4.8968 -0.2461 0.2564 0.1025
```
Forces are in eV/Å.

- Spin multiplicity: 2
- Charge: +1
- Electronic energy: -115279.155 eV
- HOMO (spin up / spin down): -9.77 / -9.77 eV
- Frontier orbital gap (spin up / spin down): 6.49 / 6.38 eV
- Molar mass: 886.82 g/mol
- LUMO energy (spin up / spin down): -0.121 / -0.125 Ha
- Relative energy (zero: lowest compared OMol25 entry of this formula, charge and spin): 0.000 eV


The following is a quantum chemistry calculation of a cluster of 3 separate species, C39H34F3IO6 in total, from the Open Molecules 2025 dataset.

```
83
Properties=species:S:1:pos:R:3:forces:R:3
H 0.3407 -3.1506 2.8590 -0.0162 -0.0568 0.0472
H 5.1816 1.9533 -2.6981 0.1925 -0.0523 0.0222
F -6.4695 2.7637 -1.3970 1.3381 -0.0756 0.1982
C 1.5113 4.9856 -0.8540 -0.1677 0.2415 -0.6002
C -2.7419 -5.8300 -2.5574 -0.0126 -0.0956 -0.0328
H -1.3102 1.5497 -1.7340 0.0347 0.1539 -0.0132
C 3.4441 -2.8494 6.6470 -0.0697 -0.0080 -0.0815
H 0.5663 -1.1410 1.4265 -0.0167 0.0119 -0.0216
H 3.8918 0.7773 -2.8377 -0.0875 -0.1718 -0.1357
H -1.2163 4.4325 -0.7589 -0.3627 0.0574 0.2960
H -0.9892 -4.4311 -5.7009 0.0276 0.0712 0.0022
C -1.7302 -3.9933 -3.7466 -0.0263 0.0550 0.0881
C -1.8616 -6.1596 -4.7707 -0.0167 -0.0150 0.0297
C 2.0506 -0.2307 2.6827 -0.0358 0.0865 -0.0873
C -2.6823 -3.6091 -1.4501 -0.0032 -0.0275 0.0165
H 1.8720 4.7003 0.1241 -0.0553 -0.0463 0.2683
C 3.2257 -5.1301 8.2123 0.0254 0.0257 0.0126
C -1.5774 0.5047 -1.6781 -0.0131 -0.0079 0.0086
C -2.4871 -6.6606 -3.6340 0.0166 0.0077 -0.0338
H -4.0034 5.7734 -2.1500 -0.1941 0.1865 -0.0158
H 4.9847 -2.2415 7.9951 -0.0017 0.0669 -0.0412
H -3.2302 -6.2064 -1.6703 -0.0199 0.0491 0.0546
H 1.6789 -5.7308 6.8482 -0.0401 0.0078 -0.0658
C 2.5150 -3.8387 6.3190 0.0347 0.0926 -0.0541
C -1.2966 -2.5678 -3.8209 0.0211 -0.0143 -0.0181
C -2.3714 -4.4930 -2.6113 0.0234 0.1065 -0.0271
H 1.6071 2.3874 -3.2133 -0.3214 -0.1590 0.0034
H -2.5130 0.6828 0.2450 0.0158 0.0273 0.0235
C 1.6370 -3.7041 5.1205 -0.0242 0.0027 -0.0100
O -0.0921 4.2850 -2.4349 -0.1155 0.1544 -0.2285
C 4.1591 -4.1500 8.5325 -0.0259 -0.0324 -0.0034
C 1.8015 -2.4895 4.2706 0.0739 0.0125 0.0850
H 2.1441 0.6545 2.0565 -0.1301 -0.2397 0.4521
H -3.2869 5.2870 -3.6943 -0.0529 0.0619 -0.2149
C 1.0327 -2.3632 3.1210 -0.0452 0.0394 -0.0699
H -2.7778 -7.7013 -3.5911 -0.0077 -0.0258 -0.0038
C 3.5685 -1.6081 5.8294 -0.0031 0.0179 0.0002
C 2.4059 -4.9754 7.1087 0.0248 -0.0654 0.0775
C -2.2987 -2.1720 -1.5486 0.0141 -0.0381 -0.0959
O 4.3468 -0.7318 6.1377 0.0355 0.0301 0.0109
H -5.0943 3.9011 -3.0496 -0.1297 0.1235 -0.0108
H -4.2131 2.3734 -3.1208 0.0298 -0.1650 -0.1164
H 4.8026 -4.2764 9.3923 0.0114 -0.0055 0.0257
H 3.5221 0.4230 4.1045 0.0443 -0.0163 0.0537
C -1.8451 5.9364 -2.2040 -0.4715 -0.2152 0.1111
C 2.8233 -0.3519 3.8234 -0.0118 0.0633 -0.0786
H -0.7505 0.0299 -3.6016 0.0288 -0.0376 -0.0718
C -3.1672 5.2546 -2.6138 0.3641 -0.0841 0.2133
F -4.7275 1.4888 -0.9084 -0.5208 1.4030 -0.2481
C -2.2543 0.0173 -0.5662 0.0399 -0.0320 0.0119
C -1.6259 -1.6806 -2.6696 -0.0379 -0.1071 0.0124
C 1.1603 -1.2375 2.3265 0.0058 0.0340 -0.0118
H 0.5581 6.6721 -1.6927 -0.0530 0.3949 0.0861
H 3.1406 -6.0168 8.8255 0.0031 -0.0218 0.0173
H -1.3771 6.3733 -3.0792 0.1137 0.1092 -0.1676
C 0.3176 5.9562 -0.9095 0.0723 -0.1077 -0.4984
H -3.1548 -1.7029 0.3516 -0.0008 -0.0789 0.0115
C -1.2671 -0.3405 -2.7285 0.0082 0.0944 0.0460
H -2.0860 6.7503 -1.5265 -0.0449 0.2079 0.0704
H 3.8918 3.4680 -1.5532 -0.1011 0.1508 0.3338
O 0.8186 -4.5544 4.8465 -0.0214 -0.0428 -0.0136
H 3.9320 2.1579 -3.9256 0.0172 0.1304 -0.2150
C -5.1042 2.7712 -1.2382 -0.3807 -0.2112 1.1095
H 0.6163 3.0216 -1.0274 -0.0062 -0.1917 0.3180
C 2.7068 -1.4838 4.6188 -0.0117 -0.1093 0.0423
H 0.0467 6.5074 -0.0182 0.0434 -0.1361 0.3292
O -3.2310 -4.0463 -0.4621 -0.0210 -0.0048 0.0300
O -3.2058 3.8969 -2.1940 0.2497 -0.2236 -0.0451
C 4.1253 1.8326 -2.9091 -0.0482 0.0630 0.3658
I 2.8417 1.4249 -0.2076 0.2255 0.1892 -0.2858
F -4.8183 3.5671 -0.1490 -0.4664 -0.9599 -1.3059
H 2.3603 3.9597 -3.2921 0.0650 0.0857 -0.1735
C -4.4044 3.2538 -2.5136 -0.0085 -0.0031 0.4593
C 1.0071 3.7958 -1.6857 -0.1197 -0.2833 0.1265
C -1.4809 -4.8307 -4.8258 0.0094 -0.0877 -0.0471
O -0.6979 -2.1468 -4.7876 0.0065 0.0239 -0.0323
H -1.6707 -6.8094 -5.6138 0.0088 -0.0215 -0.0154
C 4.2663 -3.0115 7.7541 0.0355 -0.0425 0.0901
C 2.0294 3.1802 -2.6032 0.1535 0.1312 0.0685
H 2.3163 5.4508 -1.4163 0.4143 0.0156 0.1967
C 3.2828 2.6546 -1.9263 0.1728 -0.2436 -0.5122
C -2.6191 -1.3156 -0.5031 0.0523 0.0656 0.0803
C -0.8005 5.1077 -1.5044 0.2672 -0.2878 -0.2023
```
Forces are in eV/Å.

- Spin multiplicity: 1
- Electronic energy: -69533.852 eV
- HOMO: -9.44 eV
- Frontier orbital gap: 8.58 eV
- Molar mass: 782.59 g/mol
- LUMO energy: -0.032 Ha
- SMILES: C[C@H](I)C[C@H]1CC[C@@H](CCOCC(F)(F)F)O1.O=C1c2ccccc2C(=O)c2ccccc21.O=C1c2ccccc2C(=O)c2ccccc21


The following is a quantum chemistry calculation of a cluster of 2 separate species, C4H11NO in total, from the Open Molecules 2025 dataset.

```
17
Properties=species:S:1:pos:R:3:forces:R:3
H 5.5638 1.6706 -1.3506 -0.3458 0.6240 -0.6826
C -2.7428 -0.7507 1.9832 1.7890 -0.9417 0.0913
H -3.0500 -1.7627 2.3023 0.0424 0.2807 -0.3463
H 4.4993 -1.0090 -1.3888 -1.1294 -0.6510 -0.4779
O 3.8857 0.4304 -2.8030 -1.6020 -0.3928 -1.3519
H -3.6692 -0.9059 0.0603 -1.0703 -0.7353 0.0930
H -1.8544 1.3508 0.5101 -0.6289 -0.7067 -1.2706
H 5.7652 0.4102 -0.2913 -0.5439 -0.2254 -0.7892
H -2.1132 -1.4744 0.0689 0.9491 0.2704 -0.4843
H -3.4675 -0.0973 2.3817 -0.8357 1.0000 0.5435
H -1.7593 -0.5869 2.5758 -1.3315 0.0561 -1.4066
H -2.1199 0.6703 -1.1586 -0.0138 0.3500 -0.5377
N 5.3362 0.7200 -1.1702 1.4445 0.0992 2.3346
C 4.4250 -0.0128 -1.8420 2.1749 0.5458 0.9669
H -3.4475 1.2501 -0.1251 -1.9673 0.9966 -0.3364
C -2.7012 -0.6449 0.4252 -0.6830 -0.3225 1.3429
C -2.5503 0.7422 -0.1779 3.7518 -0.2473 2.3113
```
Forces are in eV/Å.

- Spin multiplicity: 1
- Electronic energy: -7863.351 eV
- HOMO: -10.22 eV
- Frontier orbital gap: 11.12 eV
- Molar mass: 89.14 g/mol
- LUMO energy: 0.033 Ha
- SMILES: NC=O.CCC
- Relative energy (zero: lowest compared OMol25 entry of this formula, charge and spin): 1.202 eV


The following is a quantum chemistry calculation of a cluster of 2 separate species, C5H7NO in total, from the Open Molecules 2025 dataset.

```
14
Properties=species:S:1:pos:R:3:forces:R:3
H 5.4392 1.8909 -0.1421 -0.2893 -0.1048 -0.0794
H 4.9345 -0.3716 0.0907 0.2161 0.2610 0.1875
H -3.1629 -3.1873 -1.2941 -0.3753 0.0450 0.4105
C -3.1436 -0.2816 0.1017 1.2496 -1.1010 0.3772
O 4.5511 2.2009 0.0908 -1.2316 -1.3101 -0.2292
C -2.6396 -1.2472 -0.5808 -2.4015 0.4326 -0.3220
C -2.8582 -2.1716 -1.5010 1.1686 -0.0464 -0.3548
H -2.5964 -2.0222 -2.5397 0.3953 0.1239 -0.0893
C 3.7714 1.0990 0.5607 3.3282 1.3249 1.9030
H -4.4378 0.3759 1.6066 0.2412 -0.1573 0.2852
N 4.1780 -0.0857 0.7120 -1.1663 -0.0927 -1.1432
C -3.6872 0.6201 0.8685 -0.0002 0.5421 -0.1301
H 3.0798 1.5183 1.2839 -0.8575 -0.0797 -0.6387
H -3.4283 1.6621 0.7428 -0.2772 0.1625 -0.1766
```
Forces are in eV/Å.

- Spin multiplicity: 1
- Electronic energy: -8831.559 eV
- HOMO: -8.78 eV
- Frontier orbital gap: 9.01 eV
- Molar mass: 97.12 g/mol
- LUMO energy: 0.009 Ha
- SMILES: [H]/N=C\O.C=C=C=C
- Relative energy (zero: lowest compared OMol25 entry of this formula, charge and spin): 4.644 eV


The following is a quantum chemistry calculation of an isolated molecule of C5H4O2, from the Open Molecules 2025 dataset.

```
11
Properties=species:S:1:pos:R:3:forces:R:3
C -0.0364 0.8686 0.3140 0.0389 0.1437 0.2705
H -2.2840 0.8531 -0.0325 -0.0205 -0.0572 0.1377
C 0.8646 -0.2516 -0.0608 0.1671 0.0072 0.1592
H -1.9212 -1.7968 0.1500 0.1009 0.1110 0.0838
C -1.3478 0.3306 0.0708 -0.1490 -0.0892 0.0728
O 0.1114 -1.4353 0.2118 0.0228 -0.0451 -0.1417
O 1.3415 -0.3039 -1.3629 0.0235 0.1499 -0.2641
C 1.1800 0.7913 0.8522 -0.1757 0.1565 -0.1272
H 1.9794 1.3250 1.3433 -0.1858 -0.0814 0.3097
C -1.1711 -1.0144 0.1207 -0.1527 0.0800 -0.0110
H 1.2835 0.6335 -1.6067 0.3304 -0.3754 -0.4897
```
Forces are in eV/Å.

- Spin multiplicity: 1
- Electronic energy: -9340.118 eV
- HOMO: -9.05 eV
- Frontier orbital gap: 9.69 eV
- Molar mass: 96.08 g/mol
- LUMO energy: 0.023 Ha
- SMILES: O[C@@]12C=C1C=CO2
- Relative energy (zero: lowest compared OMol25 entry of this formula, charge and spin): 4.064 eV


The following is a quantum chemistry calculation of a cluster of 2 separate species, C4H12NO2 in total, from the Open Molecules 2025 dataset.

```
19
Properties=species:S:1:pos:R:3:forces:R:3
H -2.2009 1.5278 -1.1836 -0.4191 -0.0526 -0.4126
C -0.7004 0.1721 -0.6024 3.0523 -0.2810 -3.9760
H 0.8512 1.7661 -0.4640 -0.6310 -0.4939 -0.4061
H -1.5587 1.8486 0.4462 -0.1452 -1.1496 -0.9335
C 0.9872 0.6043 1.2294 -1.5264 -0.3048 1.6581
H 1.6100 0.2673 -0.8658 -1.1790 -0.3198 0.3779
H -2.6616 0.4894 0.2722 0.9094 0.5603 -1.0856
H -0.4701 0.8966 -2.6464 -0.0316 -0.0243 0.3627
H 0.5868 -2.1886 0.6413 1.3160 -0.6141 -0.3337
N -0.8181 0.0295 -2.2319 1.3123 -1.3502 1.7024
H 1.4742 1.5424 1.5929 0.6614 -0.3872 -0.3147
C 0.7432 0.6697 -0.2571 0.2912 2.1713 -1.2771
O -0.1923 0.4436 1.9007 -0.0274 -0.0868 0.1906
H -0.0716 -0.6677 -2.4626 -0.7824 0.7172 0.0467
H 2.1191 -1.9420 0.6696 -1.6256 -1.4624 -0.7059
H -0.6854 -0.8278 -0.2258 -0.8669 -0.5911 0.1343
C -1.8351 1.0288 -0.3020 -1.7140 1.8194 3.6113
O 1.4371 -2.6298 0.3511 0.2335 2.0286 1.1004
H 1.6060 -0.2782 1.4270 1.1725 -0.1790 0.2607
```
Forces are in eV/Å.

- Spin multiplicity: 1
- Charge: -1
- Electronic energy: -9926.283 eV
- HOMO: -2.60 eV
- Frontier orbital gap: 6.78 eV
- Molar mass: 106.14 g/mol
- LUMO energy: 0.154 Ha
- Relative energy (zero: lowest compared OMol25 entry of this formula, charge and spin): 1.941 eV


Q: Among the records above, which one has the lowest electronic energy?
A: C47H48N4O5P2SiTi


Q: Look up the molar mass of the sixth one.
A: 106.14 g/mol


Q: Among the records above, which one has the lowest molar mass?
A: C4H11NO